1.
A cluster of 5 separate species, CH11NO5 in total. Source: the OMol25 dataset; level of theory: ωB97M-V with the def2-TZVPD basis set.

Element x y z (Å)
C1 -0.746 -2.059 -0.741
N1 -1.729 -1.532 0.094
O1 0.079 -2.887 -0.356
H1 -0.729 -1.660 -1.735
H2 -2.475 -0.992 -0.411
H3 -1.972 -1.829 1.052
H4 1.489 1.498 1.416
H5 1.700 0.005 1.517
O2 1.009 0.649 1.440
H6 0.049 3.609 2.265
H7 -0.541 3.179 1.036
O3 0.167 3.069 1.581
H8 -0.785 0.621 0.403
H9 -1.161 2.267 -0.074
O4 -1.517 1.431 0.324
H10 2.744 -0.592 -1.957
H11 1.460 -0.082 -2.266
O5 2.362 -0.130 -2.670

Cartesian forces (eV/Å) of the 2 atoms listed first:
C 0.430 -1.648 3.361
N -1.010 0.739 -1.690

Kohn-Sham gap ... 10.65 eV
Net charge ... 0
Highest occupied orbital energy ... -10.26 eV
Lowest unoccupied orbital energy ... 0.396 eV

=====

2.
A structure of composition C5H8F2O2. Source: the OMol25 dataset; level of theory: ωB97M-V with the def2-TZVPD basis set.

Element x y z (Å)
C1 0.653 -0.925 -0.105
C2 -0.785 -0.182 -0.372
C3 2.617 0.373 0.048
C4 -0.488 1.240 -0.133
C5 -1.986 -0.603 0.343
O1 1.607 -0.176 -0.801
O2 2.696 0.257 1.210
F1 0.029 1.459 1.099
F2 -1.439 2.132 -0.228
H1 0.832 -1.131 0.910
H2 0.448 -1.831 -0.778
H3 -0.811 -0.536 -1.506
H4 3.302 0.853 -0.564
H5 -3.047 -0.177 0.150
H6 -1.942 -0.752 1.454
H7 -2.239 -1.681 0.184
H8 0.553 1.683 -0.909

Cartesian forces (eV/Å) of the 2 atoms listed first:
C -3.741 -1.081 -3.036
C 2.120 -1.095 -2.438

Kohn-Sham gap ... 11.04 eV
Net charge ... 0
Highest occupied orbital energy ... -10.26 eV
Lowest unoccupied orbital energy ... 0.778 eV

=====

3.
A structure of composition C25H48GaP2. Source: the OMol25 dataset; level of theory: ωB97M-V with the def2-TZVPD basis set.

Element x y z (Å)
Ga1 0.618 0.391 -1.165
C1 -0.816 -3.097 1.056
C2 0.222 -3.199 0.092
C3 1.169 -2.589 2.098
C4 -0.224 -2.765 2.305
C5 1.448 -2.849 0.729
C6 -2.252 -3.302 0.799
H1 -2.512 -3.034 -0.234
H2 -2.863 -2.681 1.468
H3 -2.559 -4.349 0.947
C7 -0.916 -2.577 3.596
H4 -1.944 -2.945 3.540
H5 -0.940 -1.515 3.894
H6 -0.393 -3.130 4.388
C8 2.164 -2.196 3.117
H7 2.873 -3.012 3.309
H8 1.669 -1.950 4.060
H9 2.750 -1.322 2.802
C9 2.769 -2.722 0.078
H10 3.147 -3.698 -0.258
H11 3.502 -2.314 0.783
H12 2.726 -2.056 -0.798
C10 0.010 -3.592 -1.317
H13 -0.269 -4.656 -1.396
H14 0.915 -3.437 -1.915
H15 -0.816 -3.015 -1.760
C11 -0.941 1.604 -1.896
C12 -1.307 0.243 -2.064
C13 -1.167 -0.548 -3.340
C14 0.265 -0.995 -3.740
C15 1.371 -0.397 -2.882
C16 1.628 1.013 -2.868
C17 0.837 1.993 -3.708
C18 -0.471 2.477 -3.030
H16 -1.622 -0.001 -4.181
H17 0.430 -0.802 -4.819
H18 -1.767 -1.466 -3.224
H19 -1.261 2.548 -3.790
H20 -1.403 2.099 -1.038
H21 -2.068 -0.138 -1.373
H22 -0.329 3.507 -2.672
H23 1.463 2.882 -3.898
H24 2.626 1.370 -2.572
H25 0.608 1.551 -4.688
H26 0.320 -2.086 -3.604
H27 2.199 -1.095 -2.690
P1 -3.040 1.305 1.328
C19 -3.624 0.533 2.883
H28 -4.547 1.030 3.212
H29 -2.838 0.667 3.641
H30 -3.793 -0.541 2.732
C20 -3.522 3.043 1.635
H31 -4.526 3.073 2.083
H32 -3.498 3.607 0.694
H33 -2.789 3.479 2.330
C21 -4.355 0.768 0.146
H34 -4.027 1.001 -0.880
H35 -5.296 1.288 0.363
H36 -4.497 -0.321 0.222
P2 2.479 2.311 0.619
C22 4.045 1.459 0.170
H37 4.722 2.137 -0.358
H38 3.821 0.586 -0.463
H39 4.529 1.099 1.084
C23 2.306 3.703 -0.560
H40 2.320 3.391 -1.612
H41 3.112 4.422 -0.360
H42 1.345 4.196 -0.365
C24 3.003 3.266 2.083
H43 3.807 3.960 1.784
H44 3.358 2.574 2.862
H45 2.138 3.836 2.465
C25 0.184 0.484 0.747
H46 -0.466 -0.364 1.012
H47 -0.351 1.426 1.001
H48 1.108 0.439 1.361

Cartesian forces (eV/Å) of the 2 atoms listed first:
Ga 0.248 -0.202 3.268
C 0.268 0.523 3.348

Kohn-Sham gap (alpha / beta) ... 4.58 / 5.90 eV
Net charge ... +1
Highest occupied orbital energy (alpha / beta) ... -9.51 / -9.43 eV
Lowest unoccupied orbital energy (alpha / beta) ... -4.923 / -3.525 eV

=====

4.
The molecule C7H12N2S. Source: the OMol25 dataset; level of theory: ωB97M-V with the def2-TZVPD basis set.

Element x y z (Å)
C1 0.870 1.121 -0.480
C2 -0.453 -1.413 -0.202
C3 0.958 -1.208 0.103
C4 1.378 0.193 0.505
C5 -1.490 0.848 -0.181
C6 2.900 0.177 0.589
C7 -2.774 0.614 -0.875
N1 -0.387 1.183 -0.834
N2 -1.171 -2.313 -0.675
S1 -1.472 0.422 1.660
H1 1.625 1.471 -1.173
H2 1.128 -1.989 0.751
H3 1.524 -1.359 -0.810
H4 0.961 0.401 1.563
H5 3.243 -0.329 -0.379
H6 3.297 -0.452 1.456
H7 3.150 1.240 0.904
H8 -3.423 0.473 -0.065
H9 -2.576 -0.175 -1.553
H10 -3.085 1.520 -1.525
H11 -2.168 -2.112 -0.879
H12 -2.036 1.690 2.102

Cartesian forces (eV/Å) of the 2 atoms listed first:
C -1.060 -0.067 -0.789
C -2.479 -0.110 -1.161

Kohn-Sham gap (alpha / beta) ... 7.27 / 6.86 eV
Net charge ... 0
Highest occupied orbital energy (alpha / beta) ... -7.22 / -7.14 eV
Lowest unoccupied orbital energy (alpha / beta) ... 0.057 / -0.274 eV

=====

5.
A cluster of 2 separate species, C4H7NO in total. Source: the OMol25 dataset; level of theory: ωB97M-V with the def2-TZVPD basis set.

Element x y z (Å)
C1 0.125 1.256 -1.715
N1 0.864 0.612 -0.652
C2 -0.944 -2.125 0.740
C3 0.268 0.363 0.438
C4 1.064 -0.172 1.588
O1 0.697 -0.065 2.733
H1 0.409 0.815 -2.674
H2 0.423 2.311 -1.745
H3 -0.968 1.205 -1.593
H4 -1.905 -1.903 1.261
H5 -1.276 -2.284 -0.311
H6 -0.793 0.600 0.633
H7 2.036 -0.613 1.296

Cartesian forces (eV/Å) of the 2 atoms listed first:
C -0.094 0.070 -0.141
N -0.210 -0.095 0.407

Kohn-Sham gap (alpha / beta) ... 8.46 / 8.54 eV
Net charge ... 0
Highest occupied orbital energy (alpha / beta) ... -9.86 / -9.86 eV
Lowest unoccupied orbital energy (alpha / beta) ... -1.401 / -1.325 eV

=====

6.
A structure of composition C32H51AsI2N3O5SbSi3Ti. Source: the OMol25 dataset; level of theory: ωB97M-V with the def2-TZVPD basis set.

Element x y z (Å)
Ti1 1.408 -1.552 -1.034
O1 1.058 1.324 -3.756
C1 1.326 0.650 -2.805
O2 0.618 -0.394 -2.374
C2 2.525 0.893 -1.886
O3 3.278 1.815 -1.982
O4 2.576 -0.063 -0.969
O5 0.821 -0.993 0.869
C3 0.972 -1.819 2.020
C4 0.797 -3.232 1.535
C5 0.429 -4.242 2.400
C6 0.279 -5.528 1.904
C7 0.519 -5.764 0.569
C8 0.896 -4.703 -0.240
N1 1.022 -3.454 0.226
H1 0.751 -0.024 1.021
H2 0.213 -1.550 2.756
H3 1.968 -1.672 2.448
H4 0.254 -4.015 3.443
H5 -0.007 -6.337 2.563
H6 0.479 -6.753 0.138
H7 1.123 -4.866 -1.283
N2 8.510 -3.291 1.989
C9 7.447 -3.106 1.597
C10 6.119 -2.837 1.115
C11 5.563 -1.575 1.324
C12 4.287 -1.340 0.862
N3 3.584 -2.252 0.185
C13 4.111 -3.461 0.001
C14 5.377 -3.807 0.457
H8 6.112 -0.802 1.843
H9 3.828 -0.370 0.987
H10 3.533 -4.210 -0.529
H11 5.731 -4.815 0.281
C15 -1.515 -3.037 -3.054
As1 -1.200 -2.124 -1.385
C16 -2.189 -3.167 -0.083
C17 -2.267 -0.490 -1.498
C18 -3.708 -0.717 -1.825
C19 -4.647 -0.923 -0.817
C20 -5.980 -1.155 -1.125
C21 -6.394 -1.181 -2.449
C22 -5.468 -0.970 -3.461
C23 -4.136 -0.740 -3.151
H12 -2.581 -3.134 -3.252
H13 -1.050 -4.020 -3.009
H14 -1.032 -2.456 -3.839
H15 -3.231 -3.261 -0.388
H16 -2.141 -2.652 0.877
H17 -1.746 -4.156 0.020
H18 -1.768 0.141 -2.232
H19 -2.148 -0.025 -0.519
H20 -4.332 -0.890 0.222
H21 -6.696 -1.309 -0.328
H22 -7.433 -1.358 -2.691
H23 -5.784 -0.979 -4.496
H24 -3.418 -0.565 -3.945
C24 3.436 3.108 1.038
Si1 1.732 3.147 1.800
C25 1.727 1.962 3.266
C26 1.366 4.896 2.359
Sb1 0.019 2.150 0.192
Si2 -0.391 4.025 -1.511
C27 1.232 4.498 -2.296
C28 -1.124 5.517 -0.648
C29 -1.605 3.318 -2.742
Si3 -2.097 2.319 1.606
C30 -2.188 0.662 2.507
C31 -2.125 3.681 2.886
C32 -3.613 2.479 0.509
H25 4.165 3.290 1.833
H26 3.558 3.888 0.286
H27 3.675 2.162 0.553
H28 2.427 2.298 4.035
H29 2.054 0.970 2.939
H30 0.742 1.864 3.731
H31 2.188 5.250 2.988
H32 0.442 4.984 2.930
H33 1.300 5.561 1.497
H34 1.968 4.800 -1.552
H35 1.062 5.348 -2.963
H36 1.651 3.675 -2.876
H37 -0.415 5.953 0.055
H38 -2.043 5.282 -0.103
H39 -1.365 6.279 -1.394
H40 -1.142 2.495 -3.290
H41 -1.903 4.078 -3.469
H42 -2.511 2.954 -2.250
H43 -1.328 0.541 3.173
H44 -2.182 -0.165 1.791
H45 -3.092 0.571 3.115
H46 -1.355 3.536 3.647
H47 -3.096 3.682 3.390
H48 -1.979 4.664 2.433
H49 -3.676 1.692 -0.243
H50 -3.643 3.441 -0.012
H51 -4.510 2.418 1.132
I1 2.390 -2.920 -3.044
I2 3.608 -7.037 -0.543

Cartesian forces (eV/Å) of the 2 atoms listed first:
Ti 0.908 -0.418 -0.439
O -0.077 -0.015 0.041

Kohn-Sham gap ... 5.11 eV
Net charge ... 0
Highest occupied orbital energy ... -6.67 eV
Lowest unoccupied orbital energy ... -1.568 eV